The following is a DFT calculation (ωB97M-V with the def2-TZVPD basis set) of C5H5FKMgO4 as an isolated structure at a distorted geometry.

E = -37924.2105 eV
Energy above the lowest of the compared OMol25 structures with the same formula, charge and spin = 0.0000 eV
Spin multiplicity = 2
E_HOMO (alpha / beta) = -14.2 / -16.1 eV
E_LUMO (alpha / beta) = -9.1 / -9.1 eV
Net charge = +2
Frontier orbital gap (alpha / beta) = 5.129 / 6.944 eV

Cartesian coordinates (Å):
H  -2.1393  -2.0743  1.4149
O  -0.0993  -1.8552  1.2420
O  0.2006  -3.4731  -0.2050
O  1.9841  -2.2306  0.5078
C  -1.3518  -2.1736  0.6600
C  -1.0751  -3.4145  0.0294
C  0.8647  -2.5668  0.6818
H  -1.7398  -4.1178  -0.4734
C  -1.9184  0.7216  -0.8427
C  -2.1659  1.7197  0.0889
O  -1.2051  2.2477  0.7855
Mg  -1.3916  3.3196  2.5058
K  1.2241  1.5384  0.1616
F  -0.6290  0.8571  -1.3526
H  -2.6193  0.5499  -1.6600
H  -3.2109  1.9723  0.3086
H  -1.7933  -1.0717  -0.1527

Forces on the atoms, in the same order (eV/Å):
H 0.06 -0.37 -0.22
O -0.37 0.74 0.75
O -0.60 -2.14 1.05
O -0.42 -1.18 1.01
C -1.19 1.11 0.89
C 0.31 1.25 -2.06
C 0.97 2.63 -2.67
H 0.17 0.02 0.18
C -0.04 0.48 -0.66
C 0.13 -0.85 0.88
O -0.84 0.39 0.07
Mg -0.11 0.03 -0.19
K 0.76 -0.03 -0.09
F 0.24 -0.78 -0.08
H 0.02 -0.11 0.27
H 0.18 -0.12 0.04
H 0.73 -1.08 0.82

Results of the natural (NBO) charge analysis, in e, for atoms 1 through 8:
1 H 0.291
2 O -0.460
3 O -0.364
4 O -0.457
5 C -0.241
6 C 0.432
7 C 0.952
8 H 0.276

---

The following is a DFT calculation (ωB97M-V with the def2-TZVPD basis set) of an isolated ion of composition C12H18NOS and charge +1 at a distorted geometry.

E = -27099.4445 eV
Energy above the lowest of the compared OMol25 structures with the same formula, charge and spin = 3.5133 eV
E_HOMO = -13.0 eV
E_LUMO = -4.7 eV
Structure (SMILES) = C=[N+]([C@@H](C)S)[C@@H](COC)c1ccccc1
Net charge = +1
Frontier orbital gap = 8.261 eV

Cartesian coordinates (Å):
C  0.1124  -2.0588  -0.6895
N  0.6453  -0.9907  -0.1420
C  1.9914  -1.0727  0.3387
C  2.0790  -2.1061  1.4965
S  3.0569  -1.4905  -1.1319
C  -0.1049  0.2419  0.0428
C  0.7309  1.3487  -0.8420
O  1.7209  1.9667  -0.0368
C  1.1018  3.1092  0.5683
C  -1.5959  0.0909  -0.1011
C  -2.2598  -0.4682  0.9780
C  -3.5691  -0.8611  0.8598
C  -4.2483  -0.6352  -0.3267
C  -3.5816  -0.1252  -1.4306
C  -2.2326  0.1584  -1.3376
H  0.8053  -2.8066  -0.9132
H  -0.9299  -2.1765  -0.8256
H  2.4061  -0.1246  0.6845
H  2.9937  -2.5545  1.7882
H  1.2880  -2.9384  1.3567
H  1.5586  -1.6406  2.3037
H  3.4089  -0.2083  -1.2073
H  0.0391  0.7382  1.0915
H  -0.0212  2.1855  -1.1504
H  1.2789  0.8022  -1.6922
H  1.9512  3.4423  1.1778
H  0.2697  2.8405  1.1794
H  0.8644  3.6690  -0.2927
H  -1.6440  -0.6746  1.8692
H  -3.9692  -1.3469  1.7501
H  -5.1821  -1.1484  -0.5013
H  -4.1344  0.2119  -2.3317
H  -1.7585  0.5418  -2.2191

Forces on the atoms, in the same order (eV/Å):
C 1.23 2.82 1.63
N -3.00 -2.01 -0.31
C 2.94 -1.33 -0.12
C -3.52 -0.88 -1.00
S 0.14 0.13 0.73
C 0.73 3.51 1.16
C -0.75 -0.39 -0.49
O -1.13 -1.33 -0.56
C 2.75 -0.98 0.50
C 0.86 -1.06 -1.10
C 1.06 0.22 0.33
C -0.02 -0.17 0.84
C 0.01 -1.37 -0.34
C -0.55 0.94 -0.33
C -0.29 0.93 0.31
H 0.70 -1.36 -0.33
H -0.84 0.31 -0.43
H -0.76 0.03 -0.12
H 1.02 0.14 -0.06
H 1.60 0.79 -0.40
H 0.28 0.65 1.17
H 0.31 0.11 -0.42
H 0.18 -1.65 -1.46
H 1.17 -1.81 -0.12
H -1.16 1.06 0.94
H -0.74 0.88 -0.05
H -0.79 -0.06 0.44
H -0.57 1.73 -0.27
H -0.70 0.19 -0.18
H -0.49 0.05 -0.54
H -0.56 0.62 0.29
H 0.42 -0.89 0.52
H 0.49 0.16 -0.22

Results of the natural (NBO) charge analysis, in e, for atoms 1 through 8:
1 C 0.119
2 N -0.256
3 C -0.182
4 C -0.616
5 S -0.007
6 C -0.111
7 C -0.080
8 O -0.551

---

The following is a DFT calculation (ωB97M-V with the def2-TZVPD basis set) of a 2-piece molecular cluster, C4H11N2O overall at a distorted geometry.

E = -9347.9558 eV
Energy above the lowest of the compared OMol25 structures with the same formula, charge and spin = 6.5343 eV
E_HOMO = -3.1 eV
E_LUMO = 3.5 eV
Net charge = -1
Frontier orbital gap = 6.547 eV

Cartesian coordinates (Å):
C  1.0307  -0.8737  -0.3878
N  -0.1652  -1.3364  0.4767
C  1.9610  0.2179  0.2975
C  1.1702  1.4930  0.4017
N  2.5552  -0.1178  -0.9115
C  -2.5665  0.0671  -0.4274
O  -2.6967  -0.5045  0.7368
H  1.4514  -1.7946  -0.6393
H  0.5184  -0.4580  -1.3173
H  -1.2686  -1.1106  0.6305
H  0.3232  -1.5457  1.3980
H  2.4338  -0.1922  1.2619
H  0.1716  1.3173  0.8171
H  1.7013  2.3315  0.8167
H  1.1143  1.7117  -0.6843
H  -3.3307  -0.3207  -1.1199
H  -2.7850  1.1419  -0.4495
H  -1.6184  -0.0263  -0.8999

Forces on the atoms, in the same order (eV/Å):
C -5.53 -0.70 -1.69
N 2.50 -0.55 2.32
C 2.32 -0.63 -0.67
C -0.35 -0.21 -1.60
N 0.68 1.53 2.26
C -2.02 1.01 -1.50
O 1.07 -1.68 2.77
H 1.08 -1.13 -0.27
H 0.70 -0.50 1.31
H 0.58 1.23 -0.19
H -1.47 0.14 -1.33
H -0.79 0.28 -1.04
H 0.23 0.22 0.12
H 0.25 0.13 0.65
H -0.61 0.34 0.49
H -0.10 -0.19 -0.93
H 0.04 0.89 0.12
H 1.43 -0.19 -0.85

Results of the natural (NBO) charge analysis, in e, for atoms 1 through 8:
1 C -0.241
2 N -0.905
3 C -0.056
4 C -0.670
5 N -0.379
6 C -0.194
7 O -0.907
8 H 0.229

---

The following is a DFT calculation (ωB97M-V with the def2-TZVPD basis set) of a 10-piece molecular cluster, C18H46Br4F2N8O17S2 overall at a distorted geometry.

E = -373396.5628 eV
Energy above the lowest of the compared OMol25 structures with the same formula, charge and spin = 0.0000 eV
E_HOMO = -9.5 eV
E_LUMO = -0.5 eV
Frontier orbital gap = 8.971 eV

Cartesian coordinates (Å):
C  -0.1451  -0.3026  -2.2048
C  0.3771  -0.5958  -0.8104
N  -0.3632  0.2163  0.2554
C  -1.8001  -0.2711  0.3281
C  0.2546  0.0152  1.6275
C  0.6002  -1.4277  1.8868
C  -0.2775  1.6569  -0.1486
C  -0.7871  2.6386  0.9085
O  -1.9675  2.1743  1.5342
C  -2.0670  2.4611  2.9328
H  0.1613  0.6698  -2.5702
H  -1.2350  -0.3385  -2.2405
H  0.2177  -1.0882  -2.8658
H  1.4002  -0.2546  -0.6299
H  0.3725  -1.6592  -0.5849
H  -1.7979  -1.3152  0.0301
H  -2.3956  0.3307  -0.3489
H  -2.1956  -0.1412  1.3277
H  -0.5235  0.2698  2.3395
H  1.1409  0.6462  1.6506
H  -0.2302  -2.0963  1.6305
H  0.7839  -1.6700  2.9331
H  1.4279  -1.8355  1.3041
H  -0.8294  1.8611  -1.0616
H  0.7659  1.8633  -0.3650
H  -0.9474  3.6272  0.4753
H  0.0012  2.7633  1.6612
H  -1.3733  1.8523  3.5137
H  -3.1447  2.4596  3.0673
H  -1.7663  3.4899  3.1767
N  0.7592  3.5257  -2.5332
S  1.7731  3.2090  -3.6951
O  3.0703  3.8253  -3.6479
O  1.1689  2.9626  -4.9784
F  2.1458  1.6927  -3.2812
S  0.1683  4.9226  -3.1923
O  -1.0026  4.8141  -4.0191
O  1.1589  5.9113  -3.5413
F  -0.4548  5.6164  -1.8706
C  -5.0253  -1.1992  -3.2064
N  -4.3075  -1.5751  -1.9837
O  -3.1194  -1.8049  -2.0614
O  -4.9782  -1.7064  -0.9813
H  -5.4356  -2.1315  -3.5902
H  -4.4352  -0.6312  -3.9201
H  -5.8676  -0.5306  -3.0352
C  1.5632  -3.3966  5.4463
N  0.8873  -2.1882  6.0190
O  0.1938  -2.3518  6.9950
O  1.1546  -1.1233  5.4990
H  2.4151  -3.0316  4.8842
H  0.8385  -3.8897  4.8036
H  1.8314  -4.0260  6.2878
C  -0.6604  -4.0664  -3.6891
N  -1.6757  -4.3884  -2.6582
O  -2.7082  -4.9107  -3.0416
O  -1.3768  -4.1798  -1.4948
H  0.1019  -4.8462  -3.6456
H  -0.1950  -3.1075  -3.4910
H  -1.0479  -4.1467  -4.6996
C  3.6536  2.6774  -0.4197
N  3.7968  3.7383  0.6013
O  4.6835  3.5549  1.4173
O  3.0218  4.6579  0.6591
H  4.4732  2.8113  -1.1200
H  2.6496  2.6097  -0.8127
H  3.8761  1.7282  0.0656
C  5.8132  0.0751  -1.2902
N  4.8187  -1.0167  -1.5162
O  5.2728  -2.1016  -1.7724
O  3.6550  -0.7403  -1.3489
H  5.6014  0.8996  -1.9648
H  6.8234  -0.3084  -1.3048
H  5.5939  0.4414  -0.2852
C  -3.8197  -2.2621  4.0851
N  -2.4962  -1.6016  4.2440
O  -2.5085  -0.4398  4.5848
O  -1.4918  -2.2635  4.0729
H  -4.3972  -2.1985  5.0053
H  -3.7117  -3.3094  3.8300
H  -4.3603  -1.6683  3.3517
Br  -4.2928  6.3313  -3.9544
C  -4.1776  4.4566  -3.5288
C  -3.5198  4.2612  -2.1590
Br  -3.3387  2.3024  -1.9682
H  -3.5478  3.9920  -4.2844
H  -5.1429  3.9610  -3.5648
H  -4.2775  4.5501  -1.4358
H  -2.5496  4.7104  -2.0195
Br  1.5481  -5.0475  2.1019
C  3.4450  -4.7991  2.3873
C  3.8793  -3.5123  1.7066
Br  5.7854  -3.1541  1.8686
H  3.9775  -5.6750  2.0305
H  3.6061  -4.7141  3.4590
H  3.4157  -2.6645  2.2018
H  3.6446  -3.5297  0.6466

Forces on the atoms, in the same order (eV/Å):
C -0.13 -0.15 0.16
C 0.50 0.95 0.38
N -0.90 -0.75 0.09
C 0.23 -0.09 -0.32
C 0.18 -0.59 -0.37
C -0.08 -1.40 -0.30
C -0.50 0.79 0.16
C 0.62 -0.24 0.88
O 0.29 0.11 -0.09
C 0.16 1.32 -0.97
H 0.19 -0.04 -0.16
H 0.05 -0.13 0.05
H 0.14 0.21 -0.10
H 0.13 -0.17 -0.62
H -0.50 0.11 0.22
H -0.17 0.01 -0.02
H -0.05 -0.15 -0.02
H 0.09 0.02 -0.02
H 0.33 0.64 0.09
H -0.10 0.17 0.32
H -0.13 0.23 0.03
H 0.10 0.58 0.07
H 0.16 0.41 0.04
H 0.00 -0.61 -0.04
H 0.08 0.06 0.03
H 0.05 -0.05 -0.31
H -0.06 0.06 0.10
H -0.67 -0.54 0.26
H 0.13 -0.75 0.93
H 0.03 0.08 -0.39
N -0.81 2.01 -0.87
S 2.95 -2.90 -2.27
O -0.88 -0.06 0.32
O 0.06 0.82 0.63
F -0.20 -0.03 0.81
S -1.41 3.19 0.98
O 0.72 -0.77 0.49
O -0.52 -1.46 -0.07
F 0.17 -1.02 0.17
C -0.97 0.65 -1.01
N -0.37 0.09 0.32
O 0.18 0.08 -0.11
O 0.20 0.08 0.09
H 0.26 0.03 -0.27
H 0.67 -0.64 0.09
H 0.00 -0.27 0.83
C -0.33 0.24 0.13
N 0.82 -0.08 0.04
O -0.32 0.07 -0.07
O -0.31 0.05 -0.01
H 0.03 -0.11 -0.02
H 0.02 -0.02 -0.01
H 0.05 -0.07 -0.08
C 0.74 -0.36 -0.54
N -0.19 -0.36 0.00
O 0.32 0.35 0.28
O -0.12 0.06 -0.48
H 0.01 0.07 0.42
H -0.20 0.00 0.14
H -0.54 0.29 0.22
C 0.40 -0.81 0.15
N -0.10 -0.39 1.15
O 0.43 -0.02 -0.16
O -0.41 0.17 -0.59
H -0.48 0.34 -0.47
H 0.11 0.66 -0.46
H -0.08 0.18 0.32
C -0.43 0.49 0.78
N 1.32 0.46 0.34
O -0.30 -0.61 -0.27
O -0.70 -0.03 -0.04
H 0.14 -0.22 -0.30
H -0.04 -0.13 -0.41
H 0.09 -0.07 -0.05
C -0.57 0.02 -0.04
N -0.11 -0.23 0.77
O 0.01 0.12 -0.25
O -0.05 -0.12 -0.22
H 0.40 0.25 0.21
H 0.26 0.13 -0.30
H 0.05 -0.23 -0.21
Br -0.21 0.02 0.09
C 1.24 -0.62 0.01
C -1.52 -0.28 -0.64
Br 0.00 0.20 0.04
H 0.03 0.24 -0.11
H -0.20 0.37 0.10
H 0.47 0.04 0.47
H 0.04 0.06 -0.10
Br -0.08 -0.08 -0.09
C 0.68 0.38 0.24
C -0.22 -0.05 0.07
Br -0.05 -0.24 0.03
H -0.12 0.00 -0.17
H -0.07 -0.11 0.02
H -0.16 0.02 -0.19
H 0.04 0.11 -0.02

Results of the Löwdin charge analysis, in e, for atoms 1 through 8:
1 C -0.033
2 C -0.141
3 N -0.221
4 C 0.015
5 C -0.125
6 C -0.088
7 C -0.130
8 C -0.180